Record 1
113
Properties=species:S:1:pos:R:3 method="wB97M-V/def2-TZVPD" total_charge=-1 homo_lumo_gap_ev="6.85 / 5.56" spin_multiplicity=3 energy_ev=-94029.893 lumo_energy_ev="2.47 / 0.49"
Au 0.4009 0.2380 0.2695
C 6.1865 -3.6158 2.7796
C 5.2759 -2.6650 2.0627
C 5.7259 -1.6884 1.2066
C 4.8216 -0.8586 0.6015
C 3.4405 -0.9993 0.7807
N 2.5888 -0.2086 0.0500
C 3.0836 0.2350 -1.1989
C 3.5961 -0.7476 -2.0385
C 4.1331 -0.4498 -3.2619
C 4.2679 0.8791 -3.6364
C 4.9598 1.2359 -4.9172
C 3.7150 1.8508 -2.8137
C 3.0682 1.5840 -1.6209
C 2.3401 2.6468 -0.7461
O 1.0502 2.3407 -0.4636
C 2.3201 4.0465 -1.4165
F 1.7762 4.0111 -2.6358
F 3.5696 4.5386 -1.5861
F 1.6127 4.9561 -0.7531
C 3.2025 2.8328 0.5871
F 3.2310 4.0767 1.0793
F 4.4785 2.4699 0.3924
F 2.7558 2.0521 1.5765
C 2.9713 -1.9533 1.7345
C 3.9047 -2.7683 2.2951
C 1.4529 -2.2003 2.0473
O 0.5940 -1.1745 1.9630
C 1.3285 -2.7323 3.5343
F 2.1543 -2.0664 4.3389
F 1.6113 -4.0409 3.6859
F 0.1247 -2.5741 4.0393
C 0.9618 -3.3409 1.0885
F 0.9673 -2.8766 -0.1672
F 1.7373 -4.4382 1.0651
F -0.2829 -3.7597 1.3535
H 7.1896 -3.5998 2.3542
H 5.8016 -4.6348 2.7580
H 6.2834 -3.2998 3.8259
H 6.7760 -1.5348 1.0324
H 5.1682 -0.0474 -0.0330
H 3.5436 -1.7743 -1.6938
H 4.5150 -1.2454 -3.8753
H 5.6667 0.4731 -5.2193
H 5.4781 2.1726 -4.8072
H 4.2372 1.3581 -5.7218
H 3.7757 2.8739 -3.1548
H 3.5893 -3.5545 2.9638
C -5.1456 -2.6841 -1.8831
C -3.6350 -2.8514 -1.7162
C -3.2379 -2.8187 -0.2321
C -2.8499 -1.9779 -2.6776
C -2.7546 -2.4821 -3.9694
C -2.1178 -1.8129 -5.0028
C -1.5451 -0.5922 -4.7091
C -1.5905 -0.0402 -3.4302
C -0.9426 1.3053 -3.2096
C 0.4894 1.3040 -3.7133
C -1.7378 2.4538 -3.8293
C -2.2765 -0.7233 -2.4153
N -2.4831 -0.0769 -1.1504
B -1.6436 0.2724 0.0112
N -2.5984 0.8433 0.9607
C -3.8635 0.8906 0.3626
C -3.8056 0.3542 -0.8689
C -2.4503 1.1449 2.3591
C -1.7617 2.3012 2.7471
C -1.6597 2.5776 4.1003
C -2.2503 1.7708 5.0480
C -2.9209 0.6194 4.6568
C -3.0120 0.2689 3.3209
C -3.6818 -1.0343 2.9148
C -4.9572 -1.3343 3.6898
C -2.6913 -2.1843 3.0266
C -1.2090 3.2853 1.7292
C 0.0636 3.9851 2.1823
C -2.3022 4.2936 1.3442
H -5.6599 -3.4394 -1.2967
H -5.4414 -2.7856 -2.9240
H -5.4482 -1.7046 -1.5337
H -3.4308 -3.8742 -2.0471
H -3.5849 -1.9229 0.2571
H -2.1653 -2.8703 -0.0995
H -3.6912 -3.6771 0.2575
H -3.2210 -3.4378 -4.1867
H -2.0706 -2.2656 -5.9847
H -1.0721 -0.0302 -5.4921
H -0.8618 1.5028 -2.1415
H 0.5128 1.0549 -4.7752
H 1.0787 0.5691 -3.1612
H 0.9499 2.2763 -3.5901
H -1.7995 2.3679 -4.9093
H -1.2602 3.4019 -3.5915
H -2.7590 2.4862 -3.4627
H -4.7234 1.3299 0.8627
H -4.5876 0.2590 -1.5963
H -1.1169 3.4644 4.4093
H -2.1732 2.0092 6.1008
H -3.3766 -0.0282 5.3886
H -3.9679 -0.9383 1.8690
H -4.7600 -1.5090 4.7500
H -5.4136 -2.2356 3.2795
H -5.6697 -0.5218 3.6111
H -2.3613 -2.2870 4.0564
H -1.8092 -2.0315 2.3994
H -3.1590 -3.1062 2.7147
H -0.9723 2.7157 0.8348
H -0.1161 4.6309 3.0449
H 0.4578 4.5978 1.3703
H 0.8055 3.2535 2.4633
H -2.5884 4.8865 2.2122
H -3.1822 3.7923 0.9621
H -1.9407 4.9868 0.5979

Record 2
100
Properties=species:S:1:pos:R:3 method="wB97M-V/def2-TZVPD" total_charge=-1 homo_lumo_gap_ev="2.39 / 3.60" spin_multiplicity=1 energy_ev=-65146.864 lumo_energy_ev="2.29 / 2.19"
La 0.3786 -0.1677 -0.4337
N 1.3825 -3.0153 1.2257
N 1.1267 -1.9914 -2.3127
C 1.5455 2.2306 -1.5467
C 2.6030 1.3303 -1.2099
C 2.5876 1.1420 0.2094
C 3.4434 0.2062 0.9977
H 4.3761 -0.0135 0.4577
H 2.9592 -0.7705 1.2058
H 3.6996 0.6499 1.9721
C 1.5345 1.9604 0.7443
C 1.2540 2.1970 2.1810
H 1.7336 3.1197 2.5509
H 1.6303 1.3729 2.7939
H 0.1756 2.2854 2.3762
C 0.8534 2.5784 -0.3479
C -0.3383 3.4666 -0.2354
H -1.0702 3.0866 0.4950
H -0.8660 3.5420 -1.1964
H -0.0562 4.4854 0.0796
C 3.6418 0.8079 -2.1390
H 4.5552 1.4280 -2.0983
H 3.2951 0.8006 -3.1790
H 3.9283 -0.2246 -1.8969
C 1.3342 2.8613 -2.8744
H 0.2795 3.1096 -3.0420
H 1.6229 2.1846 -3.6873
H 1.9177 3.7932 -2.9808
C 0.7542 -3.7427 2.1526
H 1.1792 -3.7205 3.1640
C -0.3906 -4.5041 1.8934
H -0.8113 -5.1162 2.6896
C -1.0046 -4.4038 0.6477
H -1.9399 -4.9182 0.4358
C -0.3947 -3.6228 -0.3283
H -0.8158 -3.4945 -1.3225
C 0.8502 -3.0121 -0.0333
C 1.6094 -2.2448 -0.9924
H 2.6805 -2.0867 -0.8514
C 0.4856 -0.8252 -2.7276
C 1.3813 -2.8323 -3.4161
H 1.8639 -3.7803 -3.3083
C 1.0246 -2.1468 -4.5034
H 1.0744 -2.4142 -5.5519
N 0.5623 -0.8991 -4.0896
C 0.3811 0.2101 -4.9573
C 1.3754 0.5453 -5.9048
C 1.1597 1.6587 -6.7281
H 1.9254 1.9287 -7.4574
C 0.0074 2.4360 -6.6205
C -0.2209 3.5727 -7.5668
H -0.7772 4.3888 -7.0888
H -0.8034 3.2514 -8.4442
H 0.7328 3.9722 -7.9345
C -0.9428 2.1000 -5.6543
H -1.8427 2.7070 -5.5434
C -0.7691 1.0013 -4.8064
C -1.7880 0.7442 -3.7468
H -1.9786 -0.3184 -3.5686
H -2.7234 1.2128 -4.0712
H -1.5212 1.2377 -2.7936
C 2.6864 -0.1735 -6.0001
H 2.5915 -1.2012 -6.3709
H 3.2367 -0.2036 -5.0465
H 3.3203 0.3686 -6.7114
O -0.7580 -0.6797 1.5502
P -1.3012 -0.5806 2.9960
C -0.0016 -0.0279 4.0904
C -0.2529 0.9846 5.0300
C 0.7399 1.3442 5.9394
C 1.9709 0.6875 5.9280
C 2.2202 -0.3338 5.0031
C 1.2535 -0.6694 4.0546
C -2.6944 0.5404 3.0899
C -3.4138 0.6573 4.2950
C -4.5248 1.4987 4.3759
C -4.9376 2.2118 3.2456
C -4.2403 2.0785 2.0405
C -3.1242 1.2452 1.9528
C -1.8811 -2.1280 3.7067
C -3.1113 -2.6339 3.2539
C -3.6895 -3.7322 3.8865
C -3.0471 -4.3430 4.9678
C -1.8142 -3.8590 5.4053
C -1.2316 -2.7568 4.7823
H -1.2250 1.4756 5.0602
H 0.5261 2.1256 6.6699
H 2.7368 0.9598 6.6536
H 3.1602 -0.8864 5.0239
H 1.4621 -1.4267 3.2899
H -3.1126 0.0840 5.1751
H -5.0642 1.5876 5.3202
H -5.8095 2.8662 3.3055
H -4.5710 2.6215 1.1519
H -2.6015 1.1183 0.9999
H -3.6198 -2.1450 2.4186
H -4.6513 -4.1068 3.5348
H -3.5086 -5.1938 5.4695
H -1.2961 -4.3345 6.2405
H -0.2723 -2.3797 5.1409